Computed, not measured: a cluster of 2 separate species, C4H7NO in total, with ωB97M-V/def2-TZVPD.

```
13
Properties=species:S:1:pos:R:3:mulliken_charge:R:1
H 1.7644 1.5479 -1.2163 0.29
H -1.5224 1.3322 0.0481 0.30
H 2.1871 -0.4438 0.8533 0.26
H -0.8544 -0.0582 -1.3124 0.10
C -0.9438 0.4056 0.1399 -0.18
C 1.1583 0.6886 -0.9077 -0.31
H -0.7738 -1.2708 1.5762 0.32
C 1.4278 -0.4193 0.0665 -0.41
O -2.6925 -0.6543 1.3940 -0.45
C -1.5168 -0.5709 1.1313 -0.09
N 0.4247 0.6159 0.2699 -0.14
H 1.1202 -1.4020 -0.3006 0.29
H 0.2213 0.2291 -1.7423 0.03
```

Results
Energy above the lowest of the compared OMol25 structures with the same formula, charge and spin, kJ/mol: 485.2
Molecular weight, g/mol: 85.1
HOMO energy, eV: -9.7